[1]
17
Properties=species:S:1:pos:R:3:forces:R:3:nbo_charge:R:1 method="wB97M-V/def2-TZVPD" fmax_ev_per_a=3.45 e_above_lowest_kj_mol=355.2 total_charge=0
C -0.8982 0.6331 -1.2447 0.0 -0.1 0.0 -0.42
N -1.0965 -0.0823 0.0065 0.0 0.0 0.1 -0.28
N -2.3455 0.3122 0.5606 0.0 0.0 0.0 -0.66
C 0.0297 0.0738 0.9206 0.0 0.3 -0.4 -0.35
C 1.1485 -0.8942 0.6408 1.0 -0.5 2.5 0.50
O 2.2418 -0.8285 1.2621 -2.0 -0.3 -0.3 -0.68
H -0.8646 1.7240 -1.0961 0.0 0.0 0.0 0.16
H -1.7206 0.3929 -1.9145 0.0 0.0 0.0 0.21
H 0.0415 0.3209 -1.6940 0.0 0.0 0.0 0.22
H -2.2822 1.2151 1.0385 0.1 -0.1 0.0 0.32
H -2.6460 -0.3905 1.2271 0.1 0.1 -0.1 0.35
H -0.3056 -0.1824 1.9323 0.1 0.0 -0.1 0.24
H 0.4341 1.0987 0.9592 0.0 0.0 0.0 0.20
H 0.8040 -1.8322 0.1769 0.2 0.1 -0.3 0.14
O 2.2324 -0.2267 -1.0434 1.7 0.1 1.5 -0.94
H 2.8145 -0.3403 -0.1296 -1.4 0.2 -3.2 0.52
H 2.4127 -0.9937 -1.6023 0.2 0.1 0.1 0.48

***

[2]
17
Properties=species:S:1:pos:R:3:forces:R:3:nbo_charge:R:1 method="wB97M-V/def2-TZVPD" fmax_ev_per_a=1.19 e_above_lowest_kj_mol=516.0 total_charge=0
C 1.5668 0.0728 0.2329 -0.8 -0.4 0.2 0.28
C -0.6291 0.5262 -0.0406 0.5 0.6 0.1 -0.18
C -2.0595 -0.0027 0.0097 0.1 -0.2 -0.1 -0.65
N 1.6209 -0.7685 -0.8375 0.1 -0.2 -0.2 -0.30
N 1.7419 -0.4527 1.4837 0.2 0.2 -0.6 -0.81
O 0.6355 -1.7405 -0.7022 -0.5 1.0 0.3 -0.59
O -0.3588 1.1939 -1.2867 -0.1 0.0 0.0 -0.78
H -0.1418 -1.0273 -0.3783 0.9 -0.8 -0.1 0.43
H -1.1315 1.7062 -1.5588 0.1 0.0 0.0 0.46
H 1.4869 -0.2589 -1.7089 -0.1 -0.1 0.1 0.37
H 1.9480 1.0740 0.0647 -0.1 0.0 0.0 0.21
H -0.5306 1.2526 0.7781 0.0 -0.1 0.0 0.14
H 1.8098 0.2039 2.2444 -0.2 -0.3 0.0 0.40
H 1.3300 -1.3656 1.6205 0.1 0.2 0.3 0.41
H -2.7958 0.8121 -0.0663 0.1 0.0 0.0 0.19
H -2.2381 -0.5245 0.9531 0.0 0.0 0.0 0.22
H -2.2546 -0.7011 -0.8079 0.0 0.0 0.0 0.21

***

[3]
17
Properties=species:S:1:pos:R:3:forces:R:3:nbo_charge:R:1 method="wB97M-V/def2-TZVPD" fmax_ev_per_a=1.65 e_above_lowest_kj_mol=401.2 total_charge=0
C 1.9179 0.9230 -0.5058 0.2 0.6 -0.3 -0.42
C -2.2571 0.7466 0.4549 0.1 0.2 0.1 -0.24
C 0.4578 -0.9375 -0.6226 0.1 0.0 0.4 0.21
N 1.8296 -0.5525 1.2572 0.6 -0.2 1.3 -0.65
N 1.3429 -0.2788 0.0843 -1.1 -0.8 -1.0 -0.09
O -2.7943 -0.4960 0.0855 -0.1 -0.5 -0.2 -0.73
O -0.1692 -2.0668 -0.1595 0.6 0.5 0.1 -0.69
H 1.1556 1.6967 -0.5891 0.0 -0.1 0.0 0.21
H 2.7032 1.2588 0.1669 -0.1 -0.1 -0.1 0.25
H 2.3315 0.7120 -1.4899 0.0 -0.1 0.0 0.21
H -1.6089 1.1594 -0.3278 0.0 0.1 0.1 0.15
H -1.6890 0.6863 1.3904 0.0 0.1 0.0 0.16
H 0.1081 -0.5762 -1.5687 0.1 0.1 -0.1 0.18
H 1.3534 -1.3444 1.6917 -0.2 0.1 -0.3 0.30
H -3.1020 1.4202 0.5962 0.1 0.1 0.0 0.18
H -2.0790 -1.1334 -0.0430 -0.1 0.1 0.1 0.48
H 0.4056 -2.5020 0.4914 -0.1 0.0 -0.1 0.49

***

[4]
17
Properties=species:S:1:pos:R:3:forces:R:3:nbo_charge:R:1 method="wB97M-V/def2-TZVPD" fmax_ev_per_a=5.54 e_above_lowest_kj_mol=212.6 total_charge=0
N 1.0995 2.1261 -0.1776 0.8 1.6 0.6 -0.84
C 1.2028 0.8130 0.4329 -2.6 1.2 -2.2 -0.20
C 0.8381 -0.1423 -0.7561 1.0 -1.4 2.3 -0.51
C 0.6260 -1.5211 -0.0522 -2.8 -0.3 -0.8 0.68
N -0.6560 -1.9024 0.4193 -0.9 -1.1 0.5 -0.89
O 1.5046 -2.2990 0.1234 2.5 -0.8 0.4 -0.61
H 1.3738 2.8420 0.4952 0.1 -0.1 -0.3 0.35
H 0.1759 2.4076 -0.4667 -0.3 -0.4 0.0 0.35
H 2.1471 0.7535 0.8941 1.6 -0.8 -0.3 0.20
H 0.5428 0.6931 1.2347 -1.5 -0.3 1.3 0.17
H 1.8422 -0.0883 -1.1946 -0.8 -0.9 -1.1 0.25
H -0.0209 0.1007 -1.4317 0.9 0.4 0.8 0.21
H -0.7616 -2.8402 0.9930 0.8 2.8 -2.0 0.40
H -1.5621 -1.5377 0.0502 1.5 -0.1 0.7 0.41
O -2.6715 0.0364 0.2664 -1.8 1.7 -5.0 -0.92
H -3.4843 -0.0649 -0.3936 1.8 -0.2 2.5 0.47
H -2.1963 0.6235 -0.4368 -0.4 -1.2 2.3 0.47

***

[5]
17
Properties=species:S:1:pos:R:3:forces:R:3:nbo_charge:R:1 method="wB97M-V/def2-TZVPD" fmax_ev_per_a=7.60 e_above_lowest_kj_mol=304.3 total_charge=0
C -0.2958 -1.8843 -0.2402 -1.0 -2.2 1.3 -0.45
N 0.0448 -0.5159 -0.6217 -3.8 -0.5 -0.3 -0.64
C -0.8736 0.5778 -0.3135 -2.9 0.5 2.0 -0.32
C -0.4891 0.9591 1.1673 0.3 -0.3 -2.0 0.66
N 0.3359 2.0454 1.2595 2.3 -5.1 5.1 -0.83
O -0.6405 0.1226 2.0207 0.0 0.3 0.7 -0.59
H -0.5684 -2.2091 0.8620 0.8 1.5 -1.6 0.20
H 0.5816 -2.5920 -0.4826 -1.5 1.2 -0.2 0.22
H -1.2670 -2.1827 -0.7497 1.4 0.2 0.0 0.19
H 0.9399 -0.3003 -0.3464 2.3 0.6 0.7 0.37
H -2.0083 0.3144 -0.2117 2.1 -0.5 -0.4 0.22
H -0.9717 1.4553 -1.0021 1.1 -0.8 0.2 0.20
H 0.2671 2.8570 0.8732 -1.1 5.6 -3.8 0.38
H 0.9569 2.1356 2.0945 -1.2 -0.5 -0.7 0.39
O 1.5297 -0.9848 -2.5838 -2.7 -0.6 -0.1 -0.99
H 0.4566 -1.1396 -2.3284 4.7 1.6 -0.7 0.51
H 1.7854 -0.0638 -2.3511 -0.9 -1.0 -0.3 0.46

***

[6]
17
Properties=species:S:1:pos:R:3:forces:R:3:nbo_charge:R:1 method="wB97M-V/def2-TZVPD" fmax_ev_per_a=1.31 e_above_lowest_kj_mol=167.7 total_charge=0
C -0.9133 -1.5146 -1.3442 1.3 -0.2 0.2 -0.42
N -0.4093 -0.6361 -0.2707 0.1 -0.8 -0.6 -0.71
C 0.9588 -0.2988 -0.4488 0.5 0.1 0.5 0.71
O 1.4929 -0.2079 -1.5216 0.0 -0.3 -0.3 -0.56
C 1.7830 -0.1357 0.8437 -0.7 0.5 -0.8 -0.31
N 1.7334 1.2621 1.2240 -0.2 0.8 0.4 -0.85
H -1.8361 -1.9073 -0.9997 -1.2 -0.1 -0.1 0.20
H -0.9287 -1.0570 -2.3327 -0.3 0.0 0.0 0.20
H -0.2691 -2.3959 -1.4082 0.1 0.2 0.0 0.20
H -0.9869 0.1823 -0.2776 -0.2 0.8 0.5 0.40
H 2.7933 -0.4033 0.5619 0.2 -0.3 0.2 0.21
H 1.3337 -0.7912 1.5796 0.3 -0.1 0.3 0.20
H 1.2885 1.5091 2.0945 -0.1 -0.4 0.0 0.37
H 2.6044 1.7611 1.1886 0.2 -0.2 -0.2 0.37
O -2.7432 1.8618 0.1872 0.1 -0.3 0.1 -0.94
H -3.2992 1.1668 -0.1843 0.0 0.1 0.1 0.47
H -2.6023 1.6047 1.1083 -0.1 0.1 -0.2 0.47

***

[7]
18
Properties=species:S:1:pos:R:3:forces:R:3:nbo_charge:R:1 method="wB97M-V/def2-TZVPD" fmax_ev_per_a=4.49 e_above_lowest_kj_mol=263.4 total_charge=0
C 2.3683 0.8087 0.4890 -0.6 0.5 1.9 -0.61
C 1.0492 0.9748 -0.2217 0.0 -4.3 0.6 -0.38
C 0.1208 -0.3922 -0.0764 1.8 1.6 -0.6 -0.30
N 0.3188 -1.2651 -1.1825 2.7 -2.9 2.1 -0.82
S -1.6061 0.0804 -0.1783 -1.4 0.5 0.7 2.23
N -2.4648 -0.7881 1.0421 -0.6 1.5 0.2 -1.08
O -1.7500 1.4682 0.1886 -0.1 -0.3 -0.1 -0.95
O -1.9748 -0.3608 -1.5133 -1.2 0.4 1.0 -0.95
H 2.8142 -0.0514 0.1359 0.9 -2.3 -0.7 0.21
H 3.1106 1.5447 0.1892 -0.2 0.6 0.5 0.22
H 2.2690 0.6586 1.6454 0.2 0.7 -2.1 0.20
H 0.4996 1.7249 0.1284 -2.1 3.2 1.8 0.21
H 1.1331 1.1639 -1.2471 0.5 -0.1 -1.7 0.21
H 0.3323 -0.9112 0.8330 0.0 0.1 0.9 0.23
H -0.3794 -1.0115 -1.7940 -1.4 -0.1 -2.4 0.39
H 0.2032 -2.2808 -0.8927 0.1 1.8 -0.7 0.36
H -2.7570 -0.0362 1.7698 0.5 -1.8 -1.8 0.42
H -3.2870 -1.3268 0.6845 1.1 0.8 0.3 0.41

***

[8]
18
Properties=species:S:1:pos:R:3:forces:R:3:nbo_charge:R:1 method="wB97M-V/def2-TZVPD" fmax_ev_per_a=2.40 e_above_lowest_kj_mol=89.1 total_charge=0
N -0.4995 1.0634 -1.9539 0.1 0.6 0.1 -0.82
C 0.4418 0.4913 -1.0290 -0.4 -1.0 0.2 -0.32
C -0.2293 -0.3218 0.1048 0.1 0.9 0.1 0.68
O -1.4352 -0.4400 0.2307 0.1 -0.1 -0.5 -0.64
N 0.5740 -0.7916 1.1010 -0.4 -0.7 1.6 -0.64
C 1.9464 -0.5826 1.3661 1.9 0.1 -1.5 0.07
O 2.8280 -1.6254 0.8772 -0.7 0.5 0.0 -0.72
H -1.2561 1.4955 -1.4365 -0.1 0.0 -0.1 0.38
H -0.9196 0.4323 -2.6190 0.2 -0.3 0.2 0.37
H 1.0085 1.2743 -0.5193 0.0 0.2 -0.2 0.20
H 1.1810 -0.1624 -1.5167 -0.2 0.3 0.0 0.22
H 0.0102 -1.1755 1.8490 0.1 -0.2 -0.1 0.40
H 2.2536 0.2755 0.7788 0.1 0.2 0.1 0.18
H 2.2894 -0.3988 2.3941 -1.1 0.0 0.0 0.18
H 2.9583 -2.2171 1.6106 0.2 -0.6 0.2 0.46
O -3.9288 1.1140 -0.6233 -0.4 1.1 0.5 -0.96
H -3.6281 1.3012 0.2882 0.0 -0.6 -0.9 0.48
H -3.5945 0.2677 -0.9029 0.5 -0.5 0.4 0.48

***

[9]
19
Properties=species:S:1:pos:R:3:forces:R:3:nbo_charge:R:1 method="wB97M-V/def2-TZVPD" fmax_ev_per_a=5.26 e_above_lowest_kj_mol=251.2 total_charge=0
C -0.9557 -1.2130 1.0869 3.7 -1.2 1.7 -0.64
C -0.3709 0.1655 1.0975 2.5 1.1 -1.3 -0.08
C 0.7111 0.4603 0.0206 -1.6 0.5 -4.3 -0.35
N -1.3136 1.1978 0.8889 -0.9 1.0 0.1 -0.83
N -0.1590 0.3925 -1.8297 -0.7 -0.3 5.2 -0.81
O 1.3334 -1.7570 -1.1666 0.2 -0.6 0.4 -0.92
O 3.0299 0.0021 -1.2603 -3.4 0.2 -0.7 -0.89
O 2.6918 -1.1322 0.8339 -0.6 -0.2 0.4 -0.93
S 1.9269 -0.7706 -0.3218 2.0 0.4 -0.7 2.34
H -0.0149 -1.8934 0.9209 -2.1 0.5 0.8 0.22
H -1.6781 -1.5011 0.3530 -0.6 0.4 -0.3 0.24
H -1.2497 -1.2180 2.1515 -0.6 -1.2 -0.6 0.23
H 0.2557 0.4397 1.9709 -0.6 -0.9 0.4 0.21
H 1.0725 1.5029 -0.1481 -0.1 -1.0 0.9 0.27
H -1.2965 1.2154 -0.1071 -0.8 0.7 -1.2 0.38
H -2.2371 0.8601 1.1235 -0.2 0.1 0.3 0.36
H 0.3538 1.1234 -2.2109 1.4 1.4 -1.2 0.34
H 0.2538 -0.4955 -1.9834 0.3 -0.7 -1.0 0.37
H 3.8657 -0.1043 -0.8757 2.0 -0.3 1.2 0.51

***

[10]
17
Properties=species:S:1:pos:R:3:forces:R:3:nbo_charge:R:1 method="wB97M-V/def2-TZVPD" fmax_ev_per_a=4.09 e_above_lowest_kj_mol=523.8 total_charge=+1
C 2.8602 0.5271 0.6699 -1.3 0.7 1.2 0.06
C -1.9548 0.7704 -0.5416 -3.3 0.3 -2.3 -0.47
C -0.4553 -1.7239 1.3585 -0.7 -0.3 -0.4 -1.05
N 2.1641 -0.3311 0.0616 -1.4 1.6 0.9 -0.65
N -0.7701 0.8482 0.1362 1.8 -1.5 2.2 -0.42
O -0.2331 2.0935 0.1786 -0.3 3.4 -0.1 -0.53
P 0.1070 0.0313 1.2482 0.5 -1.3 -0.2 1.26
H 3.8853 0.7133 0.7183 2.0 -0.1 -1.2 0.19
H 2.3653 1.2305 1.3536 -0.2 -0.6 0.2 0.18
H -0.9761 2.7435 0.4123 1.4 -1.1 -0.3 0.48
H -2.2170 1.7752 -0.9037 0.2 -0.2 0.0 0.24
H -2.7759 0.5335 0.1090 -0.4 -0.5 0.4 0.23
H -2.0265 0.1726 -1.4571 0.5 -0.3 0.3 0.25
H 0.1946 -2.4220 0.8002 -0.3 0.5 0.0 0.29
H -1.5199 -1.8921 1.0415 1.0 0.2 0.3 0.27
H -0.3328 -2.0376 2.4164 -0.2 0.5 -0.5 0.28
H 2.5478 -0.6999 -0.7753 0.8 -1.3 -0.6 0.40

***

[11]
17
Properties=species:S:1:pos:R:3:forces:R:3:nbo_charge:R:1 method="wB97M-V/def2-TZVPD" fmax_ev_per_a=4.20 e_above_lowest_kj_mol=364.5 total_charge=0
C 0.6892 0.9770 0.3754 1.7 -1.9 -3.3 0.00
C -1.0122 2.2725 1.3498 -1.8 0.0 -0.7 -0.47
C 1.9918 -2.0214 -1.7686 0.8 1.6 -0.1 -0.84
N -2.3801 -0.6591 1.2023 -1.0 1.7 -1.1 -1.09
N -0.4696 1.3915 0.3379 -1.3 0.6 0.6 -0.43
O -1.2928 -1.1313 -1.0248 -0.1 0.5 -0.2 -0.93
S -2.0896 -0.2142 -0.2203 -0.4 -2.1 1.2 1.54
H 1.4777 1.1337 1.0289 1.1 1.0 2.1 0.15
H 2.0453 -2.7226 -0.9583 -0.3 -0.1 0.6 0.21
H 1.1130 0.3627 -0.4912 -1.2 0.6 1.1 0.17
H -1.6255 3.0112 0.7609 1.4 0.3 0.7 0.22
H -1.9131 1.8137 1.8492 1.5 -0.2 0.1 0.24
H -0.2093 2.6068 2.0166 -0.6 0.5 0.1 0.20
H 1.5042 -1.0379 -1.5186 0.8 -1.2 0.1 0.20
H 3.0463 -1.8621 -2.1124 -1.0 0.0 0.0 0.21
H 1.3527 -2.4085 -2.5283 -0.1 -0.5 -0.8 0.22
H -2.2280 -1.5120 1.7015 0.7 -0.5 -0.3 0.40

***

[12]
16
Properties=species:S:1:pos:R:3:forces:R:3:nbo_charge:R:1 method="wB97M-V/def2-TZVPD" fmax_ev_per_a=2.11 e_above_lowest_kj_mol=90.8 total_charge=0
H 1.0893 -0.2927 3.2708 0.6 -0.3 -0.7 0.34
N 0.4743 -1.0768 3.0799 -0.9 -0.2 0.8 -0.75
C -0.5088 -0.6425 2.3910 0.7 1.1 0.3 0.29
N -1.7564 -1.2170 2.3737 2.0 0.2 -0.6 -0.83
H -0.3642 0.3040 1.8580 -0.7 -0.1 -0.2 0.14
H -2.4530 -0.6222 1.9690 -0.6 -0.4 0.4 0.40
H -1.8182 -1.7632 3.2108 -1.1 -0.3 0.1 0.40
C 1.8421 0.2624 -1.4182 -1.1 0.0 -0.1 -0.73
S 0.1230 -0.3474 -1.4712 -0.3 0.5 0.3 0.16
C -0.6512 0.8757 -2.5630 0.6 0.0 -0.6 -0.75
H 2.4165 -0.6539 -1.3944 0.6 0.3 0.0 0.23
H 1.9510 0.8873 -0.5578 0.3 0.0 0.9 0.21
H 2.0423 0.9424 -2.2346 0.2 -0.4 -0.7 0.22
H -1.7322 0.8717 -2.4781 -0.1 -0.2 0.1 0.23
H -0.3053 1.9066 -2.4787 0.1 -0.1 0.6 0.21
H -0.3493 0.5655 -3.5572 -0.4 0.1 -0.4 0.21

***

Copy entry 7 word for word.
18
Properties=species:S:1:pos:R:3:forces:R:3:nbo_charge:R:1 method="wB97M-V/def2-TZVPD" fmax_ev_per_a=4.49 e_above_lowest_kj_mol=263.4 total_charge=0
C 2.3683 0.8087 0.4890 -0.6 0.5 1.9 -0.61
C 1.0492 0.9748 -0.2217 0.0 -4.3 0.6 -0.38
C 0.1208 -0.3922 -0.0764 1.8 1.6 -0.6 -0.30
N 0.3188 -1.2651 -1.1825 2.7 -2.9 2.1 -0.82
S -1.6061 0.0804 -0.1783 -1.4 0.5 0.7 2.23
N -2.4648 -0.7881 1.0421 -0.6 1.5 0.2 -1.08
O -1.7500 1.4682 0.1886 -0.1 -0.3 -0.1 -0.95
O -1.9748 -0.3608 -1.5133 -1.2 0.4 1.0 -0.95
H 2.8142 -0.0514 0.1359 0.9 -2.3 -0.7 0.21
H 3.1106 1.5447 0.1892 -0.2 0.6 0.5 0.22
H 2.2690 0.6586 1.6454 0.2 0.7 -2.1 0.20
H 0.4996 1.7249 0.1284 -2.1 3.2 1.8 0.21
H 1.1331 1.1639 -1.2471 0.5 -0.1 -1.7 0.21
H 0.3323 -0.9112 0.8330 0.0 0.1 0.9 0.23
H -0.3794 -1.0115 -1.7940 -1.4 -0.1 -2.4 0.39
H 0.2032 -2.2808 -0.8927 0.1 1.8 -0.7 0.36
H -2.7570 -0.0362 1.7698 0.5 -1.8 -1.8 0.42
H -3.2870 -1.3268 0.6845 1.1 0.8 0.3 0.41